Entry 1:
Formula: C23H23Br40Cl2NO3
Source: the Open Molecules 2025 dataset
Level of theory: ωB97M-V with the def2-TZVPD basis set

- Multiplicity: 1
- Charge: 0
- Gap between HOMO and LUMO: 9.14 eV

Geometry as XYZ:
```
92
Properties=species:S:1:pos:R:3:lowdin_charge:R:1
C 5.217 -4.181 3.856 -0.135
C 4.701 -3.557 2.505 -0.656
Cl 5.904 -4.069 1.202 0.525
C 4.655 -1.951 2.569 -0.487
Cl 5.625 -1.244 1.178 0.564
C 3.205 -1.353 2.364 -0.506
O 3.127 -0.167 2.275 0.102
O 2.113 -2.218 2.249 -0.002
C 0.951 -1.764 2.923 -0.781
O 0.306 -0.777 2.131 -0.065
Br 1.267 -1.091 4.760 0.839
C -0.028 -3.014 2.990 -0.142
C -1.064 -3.107 1.962 -0.014
C -1.884 -4.338 2.104 -0.452
C -1.545 -5.207 3.221 -0.199
N -0.585 -5.085 4.164 0.060
C 0.204 -3.987 4.044 -0.108
H 6.325 -4.055 3.879 0.075
H 4.693 -3.778 4.763 0.086
H 4.982 -5.275 3.817 0.082
H 3.740 -4.041 2.221 0.098
H 5.167 -1.589 3.489 0.122
H -0.526 -0.514 2.562 0.122
H -1.204 -2.371 1.148 0.104
H -2.716 -4.574 1.368 -0.120
H -2.192 -6.120 3.318 0.117
H 1.031 -3.866 4.786 0.096
C 0.673 -1.043 -1.065 -1.606
Br 0.521 -2.927 -1.478 0.573
Br 2.318 -0.286 -1.742 0.576
Br -0.874 -0.049 -1.664 0.586
H 0.707 -0.957 0.017 -0.072
C -2.974 -6.027 -1.941 -1.571
Br -3.509 -4.757 -3.297 0.579
Br -2.120 -5.153 -0.433 0.743
Br -4.448 -7.143 -1.375 0.575
H -2.234 -6.682 -2.393 -0.106
C 7.407 0.807 -1.509 -1.614
Br 8.823 2.027 -2.006 0.577
Br 5.841 1.006 -2.619 0.542
Br 8.013 -1.028 -1.471 0.578
H 7.104 1.065 -0.499 -0.040
C -1.774 3.864 -1.798 -1.612
Br -3.357 3.022 -2.520 0.571
Br -0.560 4.423 -3.196 0.603
Br -2.208 5.316 -0.598 0.568
H -1.255 3.112 -1.210 -0.062
C 0.749 7.917 -4.090 -1.630
Br -0.189 8.889 -5.474 0.570
Br 2.459 7.257 -4.709 0.548
Br 0.924 8.959 -2.472 0.543
H 0.144 7.051 -3.844 -0.109
C 2.245 5.603 0.635 -1.598
Br 1.153 7.200 0.697 0.530
Br 1.290 4.045 1.278 0.562
Br 2.990 5.313 -1.126 0.551
H 3.079 5.764 1.311 -0.029
C -5.525 7.332 0.975 -1.623
Br -6.997 7.012 -0.240 0.563
Br -4.923 9.172 0.906 0.566
Br -5.952 6.783 2.781 0.567
H -4.696 6.713 0.642 -0.078
C -10.241 7.176 3.512 -1.621
Br -10.584 8.962 4.169 0.571
Br -10.694 5.829 4.822 0.563
Br -11.116 6.854 1.817 0.566
H -9.172 7.103 3.336 -0.066
C 10.718 -2.435 -4.146 -1.630
Br 10.103 -1.847 -5.882 0.541
Br 10.079 -4.210 -3.719 0.555
Br 12.641 -2.304 -3.983 0.564
H 10.290 -1.759 -3.413 -0.078
C -13.662 3.523 1.599 -1.635
Br -13.536 2.587 -0.088 0.560
Br -15.434 4.237 1.895 0.560
Br -13.076 2.423 3.076 0.550
H -12.983 4.369 1.545 -0.081
C 0.651 -8.812 -3.279 -1.614
Br -1.144 -9.513 -3.111 0.582
Br 0.665 -6.879 -3.253 0.580
Br 1.841 -9.556 -1.951 0.577
H 1.024 -9.120 -4.250 -0.028
C 7.859 2.022 -6.855 -1.613
Br 6.958 0.404 -6.294 0.531
Br 9.775 1.907 -6.603 0.542
Br 7.400 2.506 -8.671 0.567
H 7.504 2.822 -6.214 -0.029
C -6.095 -3.387 2.810 -1.576
Br -6.775 -3.932 1.084 0.572
Br -4.194 -3.752 2.974 0.811
Br -6.509 -1.537 3.195 0.564
H -6.604 -3.989 3.557 -0.029
```

***

Entry 2:
Formula: C23H23BrInN5OS2
Source: the Open Molecules 2025 dataset
Level of theory: ωB97M-V with the def2-TZVPD basis set

- Multiplicity: 1
- Charge: 0
- Gap between HOMO and LUMO (spin up / spin down): 3.51 / 4.61 eV
- Energy relative to the best compared isomer or geometry (same formula, charge and spin): 62.3 kcal per mole

Geometry as XYZ:
```
56
Properties=species:S:1:pos:R:3:lowdin_charge:R:1
In -5.524 -2.297 17.607 1.049
C -0.923 0.056 15.867 -0.445
S -0.793 -1.216 14.585 0.789
C -2.490 -1.709 14.527 -1.196
S -3.136 -2.589 13.199 0.502
N -3.180 -1.297 15.590 -0.150
N -4.471 -1.833 15.627 -0.199
C -5.318 -1.665 14.546 -0.230
C -6.657 -2.086 14.584 -0.300
C -7.471 -1.741 13.391 0.010
C -8.827 -1.949 13.503 -0.088
C -9.203 -2.716 14.607 -0.114
C -8.381 -3.110 15.634 -0.153
N -7.072 -2.794 15.651 0.008
H 0.021 0.557 15.811 0.003
H -1.010 -0.343 16.879 0.010
H -1.794 0.771 15.675 0.063
H -4.939 -1.152 13.657 0.058
H -6.984 -1.276 12.533 0.115
H -9.576 -1.465 12.906 0.100
H -10.275 -2.793 14.772 0.096
H -8.845 -3.535 16.511 0.101
Br -6.002 5.305 18.043 0.795
C -6.115 3.522 18.491 -0.763
C -5.061 2.677 18.382 -0.124
C -5.283 1.288 18.231 -0.002
C -6.495 0.776 18.742 -0.255
C -7.531 1.706 19.058 -0.013
C -7.386 3.063 18.809 -0.132
N -6.615 -0.619 18.898 -0.042
C -7.515 -1.114 19.662 -0.151
C -7.797 -2.528 19.731 -0.283
C -8.751 -3.159 20.486 -0.035
C -8.722 -4.524 20.743 -0.081
C -7.778 -5.277 20.145 -0.074
C -6.887 -4.648 19.216 -0.107
N -6.958 -3.342 19.040 -0.011
H -4.053 3.089 18.248 0.112
H -4.525 0.590 17.826 0.104
H -8.444 1.396 19.556 0.102
H -8.195 3.720 18.802 0.079
H -7.998 -0.517 20.440 0.129
H -9.625 -2.521 20.770 0.136
H -9.498 -4.918 21.387 0.114
H -7.587 -6.322 20.318 0.099
H -6.119 -5.240 18.687 0.124
C -2.197 -3.726 17.405 -0.006
O -2.783 -3.645 18.742 -0.061
C -3.591 -2.628 18.876 -0.197
C -3.773 -2.045 20.229 -0.033
H -1.839 -2.719 17.175 0.071
H -2.957 -4.122 16.712 0.102
H -1.382 -4.416 17.340 0.094
H -2.779 -1.609 20.475 0.127
H -3.944 -2.856 20.887 0.086
H -4.666 -1.381 20.159 0.067
```